Formula: C45H115N9O17
Source: the OMol25 dataset
Level of theory: ωB97M-V with the def2-TZVPD basis set

Last columns: bonded neighbours and bond lengths (Å).
CARTESIAN COORDINATES (ANGSTROEM)
1 C -1.244 0.338 0.182  O2 1.211, N3 1.247, N4 1.301
2 O -0.617 -0.638 -0.167  C1 1.211
3 N -0.939 1.147 1.080  C1 1.247, H5 1.010, H6 1.010
4 N -2.497 0.549 -0.095  C1 1.301, H7 1.010, H8 1.010
5 H -1.728 1.656 1.454  N3 1.010
6 H -0.137 1.104 1.691  N3 1.010
7 H -2.946 1.434 0.095  N4 1.010
8 H -2.932 -0.036 -0.795  N4 1.010
9 C 1.681 -1.195 -1.891  O10 1.424, H18 1.090, H19 1.090, H20 1.090
10 O 2.390 -1.066 -3.118  C9 1.424, C11 1.437
11 C 3.709 -1.608 -3.295  O10 1.437, C12 1.517, H21 1.090, H22 1.090
12 C 4.858 -1.051 -2.475  C11 1.517, N13 1.447, H23 1.090, H24 1.090
13 N 5.382 0.167 -3.053  C12 1.447, C14 1.496, H25 1.010
14 C 6.530 0.799 -2.332  N13 1.496, C15 1.512, H26 1.090, H27 1.090
15 C 7.022 2.111 -2.899  C14 1.512, O16 1.429, H28 1.090, H29 1.090
16 O 7.237 2.027 -4.309  C15 1.429, C17 1.476
17 C 7.161 3.339 -4.980  O16 1.476, H30 1.090, H31 1.090, H32 1.090
18 H 2.211 -0.915 -0.980  C9 1.090
19 H 1.054 -2.049 -1.634  C9 1.090
20 H 0.916 -0.425 -1.983  C9 1.090
21 H 4.004 -1.554 -4.343  C11 1.090
22 H 3.573 -2.677 -3.134  C11 1.090
23 H 5.696 -1.729 -2.637  C12 1.090
24 H 4.803 -0.999 -1.388  C12 1.090
25 H 4.485 0.607 -3.201  N13 1.010
26 H 7.405 0.168 -2.488  C14 1.090
27 H 6.219 0.892 -1.292  C14 1.090
28 H 7.980 2.259 -2.400  C15 1.090
29 H 6.246 2.833 -2.647  C15 1.090
30 H 8.137 3.821 -5.042  C17 1.090
31 H 6.303 3.988 -4.807  C17 1.090
32 H 6.938 2.886 -5.945  C17 1.090
33 C -3.150 5.891 -7.026  O34 1.473, H42 1.090, H43 1.090, H44 1.090
34 O -4.021 5.018 -6.221  C33 1.473, C35 1.402
35 C -5.143 5.603 -5.616  O34 1.402, C36 1.564, H45 1.090, H46 1.090
36 C -5.552 4.953 -4.253  C35 1.564, N37 1.463, H47 1.090, H48 1.090
37 N -5.714 3.549 -4.629  C36 1.463, C38 1.444, H49 1.010
38 C -5.976 2.693 -3.496  N37 1.444, C39 1.606, H50 1.090, H51 1.090
39 C -4.765 2.142 -2.597  C38 1.606, O40 1.407, H52 1.090, H53 1.090
40 O -4.989 2.230 -1.211  C39 1.407, C41 1.483
41 C -6.257 1.611 -0.755  O40 1.483, H54 1.090, H55 1.090, H56 1.090
42 H -3.660 6.242 -7.923  C33 1.090
43 H -2.293 5.356 -7.434  C33 1.090
44 H -2.927 6.835 -6.528  C33 1.090
45 H -6.003 5.702 -6.277  C35 1.090
46 H -4.987 6.678 -5.521  C35 1.090
47 H -6.445 5.502 -3.953  C36 1.090
48 H -4.774 5.003 -3.492  C36 1.090
49 H -5.068 3.228 -5.336  N37 1.010
50 H -6.362 1.745 -3.871  C38 1.090
51 H -6.768 3.010 -2.817  C38 1.090
52 H -3.828 2.663 -2.792  C39 1.090
53 H -4.490 1.147 -2.947  C39 1.090
54 H -7.004 2.403 -0.695  C41 1.090
55 H -6.074 1.191 0.234  C41 1.090
56 H -6.442 0.768 -1.420  C41 1.090
57 C 2.710 5.722 1.160  O58 1.421, H66 1.090, H67 1.090, H68 1.090
58 O 3.443 4.519 1.339  C57 1.421, C59 1.473
59 C 4.790 4.608 1.929  O58 1.473, C60 1.517, H69 1.090, H70 1.090
60 C 5.597 3.367 1.593  C59 1.517, N61 1.479, H71 1.090, H72 1.090
61 N 5.037 2.211 2.326  C60 1.479, C62 1.448, H73 1.010
62 C 5.576 1.010 1.722  N61 1.448, C63 1.519, H74 1.090, H75 1.090
63 C 4.958 -0.141 2.496  C62 1.519, O64 1.511, H76 1.090, H77 1.090
64 O 3.474 -0.120 2.211  C63 1.511, C65 1.400
65 C 2.724 -0.897 3.101  O64 1.400, H78 1.090, H79 1.090, H80 1.090
66 H 1.772 5.427 0.690  C57 1.090
67 H 3.319 6.364 0.524  C57 1.090
68 H 2.441 6.227 2.088  C57 1.090
69 H 4.635 4.657 3.007  C59 1.090
70 H 5.405 5.432 1.569  C59 1.090
71 H 6.616 3.625 1.881  C60 1.090
72 H 5.685 3.209 0.518  C60 1.090
73 H 4.028 2.234 2.290  N61 1.010
74 H 6.666 0.998 1.736  C62 1.090
75 H 5.413 0.934 0.647  C62 1.090
76 H 5.242 -0.093 3.547  C63 1.090
77 H 5.318 -1.143 2.264  C63 1.090
78 H 3.021 -1.937 3.234  C65 1.090
79 H 1.716 -0.969 2.693  C65 1.090
80 H 2.578 -0.386 4.053  C65 1.090
81 C -3.114 -3.110 0.348  O82 1.455, H90 1.090, H91 1.090, H92 1.090
82 O -2.932 -3.746 1.644  C81 1.455, C83 1.382
83 C -2.139 -3.133 2.595  O82 1.382, C84 1.539, H93 1.090, H94 1.090
84 C -1.422 -3.898 3.721  C83 1.539, N85 1.459, H95 1.090, H96 1.090
85 N -0.092 -4.474 3.558  C84 1.459, C86 1.514, H97 1.010
86 C 0.400 -5.443 4.613  N85 1.514, C87 1.514, H98 1.090, H99 1.090
87 C 0.070 -4.928 5.997  C86 1.514, O88 1.382, H100 1.090, H101 1.090
88 O 0.462 -3.649 6.341  C87 1.382, C89 1.447
89 C 1.900 -3.547 6.471  O88 1.447, H102 1.090, H103 1.090, H104 1.090
90 H -2.194 -2.953 -0.215  C81 1.090
91 H -3.743 -2.220 0.329  C81 1.090
92 H -3.631 -3.767 -0.351  C81 1.090
93 H -2.909 -2.471 2.990  C83 1.090
94 H -1.474 -2.363 2.202  C83 1.090
95 H -2.123 -4.660 4.062  C84 1.090
96 H -1.204 -3.116 4.449  C84 1.090
97 H 0.146 -4.795 2.630  N85 1.010
98 H 1.403 -5.797 4.375  C86 1.090
99 H -0.134 -6.376 4.429  C86 1.090
100 H 0.251 -5.667 6.778  C87 1.090
101 H -1.012 -4.983 5.870  C87 1.090
102 H 2.151 -3.785 5.437  C89 1.090
103 H 2.340 -4.322 7.099  C89 1.090
104 H 2.229 -2.591 6.878  C89 1.090
105 C -4.005 4.260 1.304  O106 1.520, H114 1.090, H115 1.090, H116 1.090
106 O -2.666 3.542 1.299  C105 1.520, C107 1.389
107 C -1.608 4.362 0.927  O106 1.389, C108 1.490, H117 1.090, H118 1.090
108 C -1.200 5.259 2.044  C107 1.490, N109 1.431, H119 1.090, H120 1.090
109 N -1.153 4.607 3.317  C108 1.431, C110 1.481, H121 1.010
110 C -0.979 5.357 4.583  N109 1.481, C111 1.549, H122 1.090, H123 1.090
111 C -0.775 4.425 5.802  C110 1.549, O112 1.406, H124 1.090, H125 1.090
112 O -1.908 3.706 6.222  C111 1.406, C113 1.414
113 C -2.383 2.721 5.325  O112 1.414, H126 1.090, H127 1.090, H128 1.090
114 H -3.928 5.139 1.943  C105 1.090
115 H -4.743 3.582 1.735  C105 1.090
116 H -4.310 4.439 0.273  C105 1.090
117 H -1.795 4.826 -0.041  C107 1.090
118 H -0.714 3.748 0.817  C107 1.090
119 H -1.938 6.057 2.129  C108 1.090
120 H -0.160 5.472 1.799  C108 1.090
121 H -1.555 3.680 3.315  N109 1.010
122 H -1.960 5.830 4.629  C110 1.090
123 H -0.147 6.058 4.530  C110 1.090
124 H -0.438 4.993 6.670  C111 1.090
125 H 0.023 3.688 5.703  C111 1.090
126 H -3.096 2.033 5.778  C113 1.090
127 H -1.586 2.135 4.867  C113 1.090
128 H -2.980 2.991 4.454  C113 1.090
129 C -0.529 0.466 -7.768  O130 1.454, H138 1.090, H139 1.090, H140 1.090
130 O -0.791 -0.758 -7.029  C129 1.454, C131 1.465
131 C -0.047 -0.851 -5.771  O130 1.465, C132 1.568, H141 1.090, H142 1.090
132 C -0.514 -2.095 -4.938  C131 1.568, N133 1.407, H143 1.090, H144 1.090
133 N -1.897 -1.963 -4.717  C132 1.407, C134 1.496, H145 1.010
134 C -2.319 -1.404 -3.396  N133 1.496, C135 1.571, H146 1.090, H147 1.090
135 C -3.831 -1.738 -3.131  C134 1.571, O136 1.492, H148 1.090, H149 1.090
136 O -4.934 -1.043 -3.856  C135 1.492, C137 1.348
137 C -4.758 -0.781 -5.166  O136 1.348, H150 1.090, H151 1.090, H152 1.090
138 H -0.646 1.318 -7.098  C129 1.090
139 H -1.288 0.569 -8.544  C129 1.090
140 H 0.485 0.568 -8.152  C129 1.090
141 H -0.138 0.031 -5.137  C131 1.090
142 H 0.944 -1.017 -6.192  C131 1.090
143 H -0.012 -2.245 -3.981  C132 1.090
144 H -0.330 -2.973 -5.558  C132 1.090
145 H -2.236 -1.204 -5.290  N133 1.010
146 H -2.108 -0.337 -3.475  C134 1.090
147 H -1.661 -1.882 -2.670  C134 1.090
148 H -4.003 -1.705 -2.055  C135 1.090
149 H -4.018 -2.810 -3.181  C135 1.090
150 H -3.830 -0.262 -5.410  C137 1.090
151 H -5.541 -0.225 -5.681  C137 1.090
152 H -4.778 -1.655 -5.816  C137 1.090
153 C 4.268 -9.836 2.290  O154 1.452, H162 1.090, H163 1.090, H164 1.090
154 O 4.666 -8.632 2.997  C153 1.452, C155 1.404
155 C 4.285 -7.395 2.451  O154 1.404, C156 1.457, H165 1.090, H166 1.090
156 C 4.872 -6.109 2.802  C155 1.457, N157 1.413, H167 1.090, H168 1.090
157 N 4.271 -4.958 2.247  C156 1.413, C158 1.427, H169 1.010
158 C 4.437 -4.823 0.836  N157 1.427, C159 1.555, H170 1.090, H171 1.090
159 C 3.268 -4.022 0.195  C158 1.555, O160 1.503, H172 1.090, H173 1.090
160 O 1.962 -4.615 0.643  C159 1.503, C161 1.430
161 C 0.796 -3.903 0.221  O160 1.430, H174 1.090, H175 1.090, H176 1.090
162 H 4.505 -10.661 2.962  C153 1.090
163 H 4.559 -9.962 1.247  C153 1.090
164 H 3.233 -9.708 1.974  C153 1.090
165 H 3.202 -7.292 2.525  C155 1.090
166 H 4.399 -7.555 1.379  C155 1.090
167 H 5.898 -6.290 2.482  C156 1.090
168 H 4.792 -6.081 3.889  C156 1.090
169 H 3.392 -4.618 2.610  N157 1.010
170 H 4.366 -5.801 0.361  C158 1.090
171 H 5.345 -4.288 0.557  C158 1.090
172 H 3.347 -4.028 -0.892  C159 1.090
173 H 3.319 -3.004 0.581  C159 1.090
174 H 0.501 -4.054 -0.817  C161 1.090
175 H 0.867 -2.822 0.345  C161 1.090
176 H 0.059 -4.230 0.955  C161 1.090
177 C -6.793 0.201 3.475  C178 1.490, O180 1.418, H181 1.090, H182 1.090
178 C -5.423 -0.375 3.384  C177 1.490, O179 1.440, H183 1.090, H184 1.090
179 O -4.742 0.182 2.244  C178 1.440, H185 0.960
180 O -7.521 -0.212 4.621  C177 1.418, H186 0.960
181 H -7.341 -0.047 2.566  C177 1.090
182 H -6.946 1.279 3.434  C177 1.090
183 H -5.358 -1.456 3.257  C178 1.090
184 H -5.052 -0.211 4.395  C178 1.090
185 H -3.869 -0.198 2.372  O179 0.960
186 H -8.383 0.201 4.537  O180 0.960

Summary:
**Orbital gap (alpha / beta)**: 7.1323 / 2.4911 eV
**DFT total energy**: -96721.7358 eV
**E_LUMO (alpha / beta)**: -2.6255 / -7.2667 eV
**<S²>**: 0.754
**Charge**: +1
**2S+1**: 2

Atomic partial charges in e from the Mulliken method, atoms 1 to 5: 0.236 -0.140 0.013 0.768 -0.272